Entry 1:
This record from the Open Molecules 2025 dataset describes a structure of composition C24H47AlBBr4F4MgN6NaO7 in a non-equilibrium geometry. The level of theory is wB97M-V/def2-TZVPD.

XYZ file:
```
96
Properties=species:S:1:pos:R:3:forces:R:3
C 2.5026 -1.8607 -5.7485 -4.0 -1.8 2.1
C 1.5014 -2.4909 -5.1449 3.4 2.8 -0.8
C 0.3681 -2.9710 -4.1008 1.9 -0.3 -2.2
N -0.8532 -2.1577 -4.3686 0.3 1.7 1.4
C -2.0340 -2.5768 -3.5639 -0.8 0.0 0.3
C -1.8420 -2.5037 -1.9684 -0.3 -1.4 -0.2
O -1.1201 -3.6369 -1.3955 0.7 2.0 0.2
C -0.1376 -3.1977 -0.4217 1.2 -0.8 1.7
C 0.2834 -4.4076 0.5990 -1.9 0.9 -0.6
C -0.6034 -0.7073 -4.3311 0.7 0.9 -2.3
N -0.9194 -0.0307 -5.4516 0.0 -2.9 1.8
C -1.4962 -0.8009 -6.6308 -0.2 -0.1 -1.5
N 0.0046 -0.0351 -3.1578 -3.5 0.2 -0.2
O 1.3708 -0.0347 -3.1900 2.1 -0.1 0.0
C -0.5756 1.3174 -2.8955 0.0 1.0 -0.2
C -0.3824 1.8524 -1.3865 -0.1 0.3 0.7
O -1.6732 2.0574 -0.7066 0.8 -0.6 -1.3
C 0.3511 3.3021 -1.4072 -0.1 0.4 -0.3
N 1.7361 3.2120 -1.9665 -0.4 -0.4 0.1
H 3.3419 -1.1278 -6.0575 -1.6 -1.5 1.5
H 0.7694 -2.8927 -3.0282 -0.6 -0.1 -1.6
H 0.1056 -4.0642 -4.3899 0.4 1.8 0.8
H -2.9621 -1.9258 -3.8206 1.6 -1.0 0.3
H -2.2814 -3.6632 -3.8513 0.4 1.6 0.6
H -2.9349 -2.5637 -1.5034 1.3 -1.1 -1.8
H -1.3762 -1.5141 -1.5650 0.3 -1.2 -1.6
H 0.8586 -2.8256 -0.8865 -1.5 -0.1 0.0
H -0.5156 -2.3429 0.2571 0.4 -1.0 -1.1
H 1.4380 -4.3826 0.8005 -3.1 -0.6 0.7
H -0.2850 -4.1990 1.5897 1.3 -0.8 -1.5
H -0.0097 -5.4086 0.1119 0.6 1.0 0.9
H -0.7689 0.9826 -5.5726 0.2 -0.6 0.2
H -1.5126 -0.1174 -7.5507 0.0 -0.8 1.6
H -0.8128 -1.6949 -6.9139 -1.2 1.6 0.9
H -2.5712 -1.1289 -6.3969 1.7 0.4 -0.3
H 1.7390 0.8610 -2.9827 -0.7 -0.3 -0.3
H -1.6964 1.2794 -3.1317 1.5 0.1 0.3
H -0.0766 2.0795 -3.6045 -0.7 -1.0 0.9
H 0.1800 1.0871 -0.7139 -0.5 1.2 -1.5
H -2.3416 1.4467 -1.0945 0.6 0.7 0.4
H -0.2444 4.0073 -2.1123 0.7 -1.3 1.4
H 0.4242 3.7865 -0.3711 -0.7 -0.9 -1.3
H 2.4593 3.1421 -1.2330 -0.6 0.2 -0.8
H 1.9384 3.9539 -2.6512 0.0 -0.5 0.8
N 4.8922 4.9536 -1.5788 -0.2 -0.1 -0.1
C 6.0043 5.7446 -1.4576 0.1 0.0 0.0
C 6.7714 5.5742 -2.5845 0.0 0.1 0.2
C 6.0959 4.6514 -3.4198 -0.2 -0.2 -0.1
C 4.9382 4.2871 -2.7759 0.1 0.0 -0.1
H 4.1540 4.8754 -0.8925 0.6 0.1 -0.6
H 6.1542 6.3581 -0.5811 0.0 0.0 -0.1
H 7.7142 6.0614 -2.7858 -0.1 -0.1 0.0
H 6.4202 4.2934 -4.3860 0.0 0.1 0.1
H 4.1462 3.6122 -3.0647 0.1 0.0 0.0
Br 2.7581 -1.9433 -8.1120 -0.4 -0.3 -0.2
Mg -2.7338 -1.2967 -0.3656 -1.7 1.9 3.1
O -1.0376 -7.2580 -1.3021 0.6 0.0 0.2
H -1.1746 -6.3131 -1.3312 -0.5 0.6 -0.2
B -5.7747 -2.6478 3.1633 -0.9 -0.4 0.8
F -6.1000 -1.7276 4.2137 0.5 -0.7 -1.0
F -6.7577 -3.6868 3.1114 1.1 1.0 -0.1
F -5.7482 -1.9484 1.9047 0.5 -0.2 0.2
F -4.4767 -3.2225 3.4118 -0.5 0.5 -0.4
C 0.3243 1.8754 -8.8896 0.2 0.1 -0.3
O 1.0063 2.5173 -9.6780 0.0 0.0 -0.1
O 0.5760 1.7275 -7.6749 0.4 0.0 1.1
O -0.7283 1.2698 -9.1783 -0.6 -0.3 -0.5
C 4.4064 5.5302 2.4220 0.2 -0.6 0.1
Br 3.1448 4.9226 1.0777 -0.3 0.3 1.0
Br 4.1363 7.4012 2.8728 0.3 -0.1 -0.4
Br 4.3842 4.3993 3.9971 -0.1 0.4 -0.3
H 5.4022 5.4489 1.9847 -0.2 0.2 0.1
Na 2.4623 7.6556 5.0113 -0.2 0.0 0.3
Al 2.8924 -3.8895 0.0765 1.8 0.3 -0.9
C -2.3954 -0.9414 4.8461 -0.2 -0.1 0.1
C -1.5566 -0.6694 6.0896 -0.2 0.1 -0.1
N -2.3367 -0.4489 7.3025 0.3 0.1 0.2
C -1.5259 0.0269 8.4232 -0.1 0.3 -0.1
C -0.4593 -0.9145 8.9793 0.2 -0.1 0.3
C -3.3089 -1.4889 7.6401 -0.4 0.0 -0.3
C -2.7753 -2.9028 7.8667 0.0 -0.3 0.1
H -3.0790 -0.1128 4.6412 0.0 -0.1 0.1
H -1.7391 -1.0589 3.9768 0.1 0.0 0.0
H -2.9776 -1.8613 4.9344 0.0 0.1 -0.1
H -0.9621 0.2292 5.8858 0.0 0.0 0.3
H -0.8426 -1.4937 6.2126 0.1 -0.1 0.0
H -2.1869 0.3313 9.2422 -0.1 -0.1 -0.2
H -1.0274 0.9529 8.1097 -0.1 -0.1 -0.2
H -0.8936 -1.6966 9.6032 0.1 0.0 -0.1
H 0.2281 -0.3522 9.6185 -0.1 0.0 0.0
H 0.1404 -1.3845 8.1967 -0.1 0.0 0.0
H -4.0600 -1.5306 6.8456 0.2 0.1 0.0
H -3.8749 -1.1805 8.5261 0.2 0.2 -0.1
H -2.0127 -3.1869 7.1369 -0.1 0.0 0.0
H -3.5934 -3.6243 7.7773 0.1 0.1 0.0
H -2.3599 -3.0219 8.8663 0.1 0.0 -0.1
```
Positions in Å, forces in eV/Å.

As for the total charge: +2. The gap between HOMO and LUMO is 1.5 eV. The calculation puts the maximum force at 4.859 eV/A. For the LUMO energy, the calculation gives -9.200 eV.

---

Entry 2:
This record from the Open Molecules 2025 dataset describes a structure of composition C24H47Br10N3OS in a non-equilibrium geometry. The level of theory is wB97M-V/def2-TZVPD.

XYZ file:
```
86
Properties=species:S:1:pos:R:3:forces:R:3
C -2.6013 -1.7498 4.5246 -0.1 0.6 -0.8
C -2.4698 -0.6215 3.4715 0.5 0.4 -1.0
C -2.0197 -1.0452 2.0153 -1.2 1.5 0.8
C -1.9070 0.1398 1.0433 0.0 2.3 0.3
N -1.8412 1.1102 0.3529 -3.0 -7.2 6.3
H -2.6843 -1.3219 5.5236 -0.4 0.1 -0.1
H -1.7569 -2.4321 4.6219 0.0 0.0 -0.5
H -3.5030 -2.2961 4.2478 0.0 -0.3 0.5
H -1.7480 0.1432 3.7583 -0.1 -0.2 0.3
H -3.3994 -0.0629 3.3626 -0.2 -0.2 0.2
H -2.7362 -1.6695 1.4815 -0.1 0.5 0.8
H -1.1145 -1.6371 2.1510 -0.3 0.8 -0.8
C 0.8170 4.3161 -3.0723 0.5 -0.8 -0.2
C 1.5340 3.2157 -3.8872 0.9 2.6 -3.1
C 1.3124 3.3922 -5.4100 -0.3 -0.7 0.1
C 2.4264 2.9010 -6.2524 -0.9 0.4 0.7
N 3.2876 2.5762 -6.9318 0.5 -0.2 -0.3
H 1.2116 5.3094 -3.2865 -0.3 0.0 -0.2
H 1.0782 4.0484 -2.0485 -0.5 1.4 -0.8
H -0.2690 4.2358 -3.1198 -0.1 0.3 -0.3
H 1.4218 2.2181 -3.4625 -0.4 0.7 -2.8
H 2.5948 3.4651 -3.8620 0.4 -0.3 0.9
H 1.1810 4.4475 -5.6490 -0.2 -0.1 -0.1
H 0.4237 2.8103 -5.6545 -0.2 0.3 -0.5
C 1.0147 -2.3440 4.6976 -0.1 0.1 0.1
C 0.8074 -1.6521 3.3299 0.1 -2.3 1.2
C 2.1850 -1.2196 2.8161 0.2 0.1 2.4
C 3.1467 -2.2520 2.4431 3.0 -3.2 -0.6
N 3.9408 -3.1028 2.1659 -3.4 3.6 1.1
H 1.4832 -3.3055 4.4875 0.0 -0.1 0.5
H 0.1758 -2.4451 5.3861 -0.7 -0.5 -0.7
H 1.6247 -1.7661 5.3918 0.8 0.2 -0.5
H 0.1432 -0.7909 3.4019 0.3 -2.3 -0.1
H 0.2853 -2.3030 2.6285 0.8 -0.3 0.5
H 2.5319 -0.4432 3.4979 1.1 -1.0 0.6
H 1.9454 -0.5243 2.0115 1.2 -0.3 3.3
C -2.4303 -3.7681 1.2364 -0.6 -1.1 -0.9
S -1.5284 -3.2482 -0.2573 1.6 -1.0 2.6
O -1.5249 -1.7253 -0.1917 -0.7 -4.5 7.2
C 0.1492 -3.7138 0.4542 -1.1 0.9 0.4
H -2.4768 -4.8504 1.1160 0.2 -0.2 0.3
H -3.4680 -3.4544 1.1230 0.0 0.2 0.0
H -2.0290 -3.4752 2.2066 0.2 -0.2 -0.4
H 1.0018 -3.2376 -0.0299 -0.4 -0.5 -0.7
H 0.2341 -4.7856 0.6331 0.0 0.1 -0.3
H 0.0786 -3.1519 1.3855 0.1 -0.7 -0.1
Br -0.8433 -0.7410 -3.6156 -1.5 -0.9 -1.8
C -2.1759 -1.3494 -2.2297 -0.9 1.2 -4.7
C -2.8047 -2.6455 -2.6268 -0.3 0.1 -0.7
Br -3.9666 -2.4452 -4.2315 0.3 -0.3 0.5
H -2.8742 -0.5275 -2.0715 -0.2 -0.2 -0.5
H -1.5952 -1.3950 -1.3084 -1.3 0.7 -3.4
H -3.4418 -3.0618 -1.8466 -0.4 0.4 -0.1
H -2.0769 -3.4375 -2.8035 -0.1 0.2 -0.6
Br -3.1259 5.3441 -2.0319 0.1 -1.1 1.1
C -2.7647 4.1566 -0.3968 -0.7 0.9 -0.4
C -1.6122 3.2344 -0.5647 1.0 1.7 -1.5
Br -1.8811 1.8336 -2.0427 -10.3 9.0 -2.2
H -3.6813 3.7011 -0.0219 -0.1 -0.1 -0.7
H -2.5207 4.9311 0.3303 0.3 -0.1 0.0
H -1.3405 2.7397 0.3678 -0.4 0.7 -0.6
H -0.7403 3.8426 -0.8056 -0.2 -0.3 -0.8
Br 1.6692 -0.6840 0.4838 -4.3 -1.6 -6.9
C 0.4389 -0.6108 -1.1310 2.3 0.2 -0.5
C -0.0032 0.7889 -1.2544 5.7 -2.7 0.7
Br 1.5137 2.0470 -1.6748 -1.5 -7.2 2.8
H -0.3529 -1.3407 -0.9622 2.7 1.6 0.4
H 0.8687 -1.0136 -2.0481 0.8 0.4 0.6
H -0.5019 1.0899 -0.3331 1.5 0.3 -1.3
H -0.6783 0.9464 -2.0955 5.2 -3.0 0.8
Br 4.3529 1.0872 -1.4887 0.9 -1.1 -0.5
C 3.5559 -0.5901 -2.1854 -0.6 -0.2 0.9
C 3.8024 -1.6400 -1.1394 2.3 -0.8 -0.5
Br 2.9316 -3.3193 -1.6666 0.1 0.2 -0.2
H 3.9560 -0.8679 -3.1606 0.0 0.4 0.2
H 2.4669 -0.5537 -2.1577 0.4 1.2 -0.8
H 3.4122 -1.3859 -0.1538 1.3 -0.6 -1.0
H 4.8653 -1.8814 -1.1531 -0.1 -0.2 0.4
Br 1.6198 3.9916 0.0471 0.5 3.1 5.4
C 1.1603 3.2075 1.9118 -1.3 0.6 -1.3
C 1.0018 1.7193 1.7166 1.5 1.7 0.1
Br 0.6962 0.9481 3.5192 -0.2 6.0 -0.3
H 0.1534 3.5994 2.0556 0.2 0.4 0.2
H 1.8220 3.5729 2.6972 0.2 -0.2 -0.5
H 1.9084 1.3313 1.2521 0.1 0.4 1.1
H 0.2583 1.4441 0.9686 -0.1 0.3 1.2
```
Positions in Å, forces in eV/Å.

The gap between HOMO and LUMO is 6.9 eV. The calculation puts the maximum force at 13.835 eV/A. For the LUMO energy, the calculation gives -0.413 eV.

---

Entry 3:
This record from the Open Molecules 2025 dataset describes a cluster of 7 separate species, C24H47FN6O6 in total in a non-equilibrium geometry. The level of theory is wB97M-V/def2-TZVPD.

XYZ file:
```
84
Properties=species:S:1:pos:R:3:forces:R:3
F -1.4668 4.7748 4.7833 0.7 -1.1 -1.6
C -0.9211 3.8789 3.8159 -0.9 2.2 1.7
C -1.1062 4.1693 2.4744 -0.7 1.7 0.8
C -0.6171 3.2848 1.5800 -0.1 -2.6 -1.5
C 0.0479 2.1303 2.0429 -0.3 0.6 0.0
C 0.2518 1.9039 3.3801 -0.2 1.5 0.1
C -0.2437 2.8224 4.3186 -0.2 -1.1 -0.3
H -1.6248 5.0993 2.2038 0.1 -0.6 0.1
H -0.9142 3.2114 0.5126 0.5 0.8 0.7
H 0.3553 1.3848 1.3501 0.3 -0.3 -0.6
H 0.8710 1.1099 3.6689 0.4 -1.3 0.5
H -0.2870 2.6304 5.3798 0.4 0.1 0.1
C -2.5588 4.5198 -1.4572 -1.5 1.5 -1.6
N -1.2568 4.7032 -2.1428 -1.3 0.9 -0.3
C -1.0212 5.9673 -2.8644 -0.8 -0.2 1.4
C -0.5885 3.6208 -2.5382 3.5 -0.3 -0.8
O 0.3733 3.5958 -3.3349 -1.8 0.4 0.8
H -3.4127 4.0136 -2.0942 1.7 1.2 0.7
H -2.8817 5.5864 -1.1735 0.2 -1.8 -0.3
H -2.5221 3.8980 -0.5898 0.5 -0.2 0.7
H -1.7033 6.0877 -3.6871 -0.2 0.1 -0.5
H -1.1345 6.7943 -2.1737 -0.5 0.1 0.3
H -0.0121 6.0677 -3.1563 1.1 -0.5 -0.7
H -0.7451 2.7655 -1.9154 -0.8 -1.0 0.2
C 1.8306 -0.2807 -1.9782 -0.1 -2.8 0.4
N 2.4229 -0.7690 -0.7111 -0.4 -0.4 1.2
C 3.7781 -1.3355 -0.6687 -0.4 -1.2 -0.6
C 1.6452 -1.0283 0.3921 0.3 0.1 0.1
O 2.0602 -1.5641 1.4352 -0.7 0.6 -1.3
H 2.0643 0.7189 -2.1694 0.4 1.5 -0.3
H 0.7373 -0.4550 -1.9720 0.7 0.3 0.1
H 2.2696 -0.9332 -2.7573 -0.3 0.5 0.1
H 4.1204 -1.4475 0.3557 -0.1 0.3 0.0
H 3.7898 -2.3688 -1.0993 -0.3 0.6 0.3
H 4.4968 -0.7993 -1.2600 0.1 0.8 -0.2
H 0.5778 -0.6640 0.2721 0.9 -0.4 0.1
C -4.2650 -0.7081 -1.0894 -0.7 0.2 0.2
N -3.0416 -0.1571 -0.5136 -1.7 -1.2 -1.4
C -2.9348 -0.0460 0.8794 0.0 -0.5 1.9
C -2.1165 0.2638 -1.3342 1.9 2.3 0.5
O -1.0805 0.8348 -0.9465 -0.4 -0.7 -0.4
H -5.1673 -0.1607 -0.7289 0.7 -0.2 -0.2
H -4.3567 -1.7426 -0.8038 -0.1 -0.3 0.1
H -4.2316 -0.6707 -2.1847 0.1 0.2 0.3
H -2.5701 -0.9305 1.4338 -0.4 -0.1 -0.6
H -2.2466 0.7089 1.1561 0.7 1.0 0.0
H -3.8951 0.2383 1.2886 -0.3 -0.1 0.1
H -2.3877 0.2577 -2.3871 0.0 -0.4 -0.4
C 1.6382 -6.6975 2.4040 -0.2 0.7 -0.6
N 1.3092 -5.2960 2.6602 1.4 -1.2 0.7
C 2.0284 -4.6936 3.7571 -1.0 0.5 2.6
C 0.3982 -4.6185 1.9648 0.0 0.1 0.1
O -0.1293 -4.9925 0.9211 0.2 0.4 1.2
H 1.4443 -7.3023 3.2832 -0.5 -0.2 0.0
H 2.6841 -6.8357 2.1994 0.7 0.3 -0.2
H 1.1060 -6.9667 1.4959 -0.3 -0.4 0.3
H 2.9876 -5.1241 3.9121 1.0 -0.4 -0.7
H 2.1726 -3.6048 3.7106 -0.3 -0.4 -0.5
H 1.5930 -4.9084 4.8065 -0.1 0.3 -1.6
H 0.2397 -3.7021 2.5672 -0.6 0.4 -1.0
C -0.8362 -5.2394 -1.7286 0.0 -1.5 0.3
N -2.1712 -4.7055 -1.6357 -0.1 0.3 0.4
C -3.3030 -5.4754 -2.1436 -1.3 1.8 1.0
C -2.3752 -3.8176 -0.6336 0.8 -0.2 1.0
O -3.4802 -3.5050 -0.2255 0.1 0.4 0.1
H -0.1557 -4.5321 -1.2695 0.1 -0.4 0.2
H -0.5399 -5.3563 -2.7391 0.2 0.0 -1.3
H -0.7596 -6.2939 -1.2830 0.0 1.6 -0.2
H -3.2959 -5.4727 -3.2049 0.2 -0.3 -1.1
H -3.2560 -6.4712 -1.7419 -0.2 -0.6 0.1
H -4.2916 -4.9474 -1.8499 1.8 -1.0 -0.2
H -1.3890 -3.4916 -0.1165 -1.5 -0.2 -1.0
C 3.0953 4.9210 -0.5651 -3.5 -1.7 -1.5
N 3.3586 3.4818 -0.8274 0.6 2.5 -0.1
C 3.3056 2.6383 0.3361 -0.1 -1.2 -0.5
C 3.7936 3.1580 -2.0760 -0.8 -0.3 0.4
O 4.1212 2.0472 -2.4066 0.6 -0.9 -0.2
H 3.0900 5.4302 -1.5595 0.1 -0.1 1.0
H 3.7469 5.3459 0.1313 1.2 0.7 1.0
H 2.0103 4.9629 -0.1396 1.8 0.3 -0.6
H 2.2796 2.6852 0.7064 0.2 0.2 0.5
H 3.4233 1.5942 0.0293 0.2 0.2 -0.1
H 4.0757 2.8413 1.1044 -0.5 0.3 -0.3
H 3.7004 3.9628 -2.8353 0.1 0.1 0.5
```
Positions in Å, forces in eV/Å.

The SMILES is Fc1ccccc1.CN(C)C=O.CN(C)C=O.CN(C)C=O.CN(C)C=O.CN(C)C=O.CN(C)C=O. The gap between HOMO and LUMO is 9.4 eV. The calculation puts the maximum force at 4.164 eV/A. For the LUMO energy, the calculation gives 0.538 eV.